(1)
{"formula": "C5H9NO2", "method": "wB97M-V/def2-TZVPD", "de_lowest_ev": 4.874, "homo_lumo_gap_ha": 0.34532, "lumo_energy_ev": 0.803, "elements": ["C", "C", "C", "N", "C", "C", "O", "O", "H", "H", "H", "H", "H", "H", "H", "H", "H"], "positions_angstrom": [[-0.26860, 2.22921, 0.56853], [0.42329, 1.28991, 0.11263], [1.18138, 0.04036, 0.44044], [2.18517, -0.23017, -0.57608], [0.01010, -0.99826, 0.52627], [-1.12194, -0.47410, -0.37799], [-1.52154, -1.37165, -1.33322], [-2.13435, 0.20621, 0.19050], [-0.19853, 3.07322, 1.22238], [1.68268, 0.13307, 1.40711], [2.61500, -1.13650, -0.43054], [1.77702, -0.23100, -1.50479], [-0.37342, -1.05111, 1.54654], [0.32699, -1.98538, 0.18811], [-0.41929, 0.52576, -0.88446], [-2.43702, -1.15908, -1.55939], [-1.72695, 1.13952, 0.46394]], "atomic_forces_ev_per_a": [[1.3891, -0.8248, -0.6012], [-0.3857, 1.5908, 1.9028], [-0.4264, -0.6222, -0.7107], [0.1387, -0.0716, -0.0047], [-0.1170, 0.0390, 0.1012], [2.1625, 1.8558, -0.8825], [-0.3249, -0.0903, 0.1426], [-0.1741, 1.1380, 0.8858], [-0.2940, 0.1828, -0.0495], [-0.1138, 0.1883, -0.1152], [-0.0360, 0.0361, 0.0164], [-0.0525, -0.0053, 0.0380], [0.0528, -0.1157, 0.0367], [0.0593, 0.0326, 0.0932], [-1.1954, -1.7787, -0.1408], [0.0688, 0.0431, -0.0520], [-0.7515, -1.5978, -0.6602]], "lowdin_charge": [0.0870, -0.1540, -0.3727, 0.0387, -0.0560, -0.5362, 0.0530, -0.0071, 0.0498, 0.1439, 0.0749, 0.0792, 0.1240, 0.1176, 0.1495, 0.1156, 0.0928]}

***

(2)
{"formula": "C5H9NO2", "method": "wB97M-V/def2-TZVPD", "de_lowest_ev": 4.634, "homo_lumo_gap_ha": 0.38192, "lumo_energy_ev": 0.929, "elements": ["C", "C", "C", "C", "C", "H", "H", "H", "H", "H", "H", "H", "H", "H", "N", "O", "O"], "positions_angstrom": [[0.34996, -0.63176, -0.06898], [-1.03279, -1.00172, -0.59798], [-0.85742, 1.32348, 0.25938], [0.35795, 0.78566, -0.30595], [1.86027, -0.48799, -0.28017], [0.63073, -0.07853, 1.67654], [-1.07964, -1.28117, -1.60078], [-1.30212, -1.85858, -0.07272], [-2.29233, -0.05029, 0.89485], [-0.62762, 1.27638, 1.36284], [-1.20973, 2.33244, -0.14009], [0.35295, 1.10862, -1.41372], [2.13694, -0.60019, -1.34531], [2.66490, -1.15443, 0.24662], [-1.84860, 0.20062, -0.09022], [0.12332, -0.79663, 1.32858], [1.77323, 0.91407, 0.14709]], "atomic_forces_ev_per_a": [[-0.7811, -1.1221, 0.7210], [0.7094, 0.9079, 1.6704], [-1.6296, 0.7655, 1.7631], [1.8206, 3.4284, -3.7818], [2.2271, -1.9386, -0.5985], [0.7719, 0.4512, 1.2416], [-0.3603, 0.5177, -1.9969], [-0.9061, -1.4575, 0.9850], [1.2583, 0.2941, -3.0315], [-1.0959, 0.9485, -0.8273], [0.5250, -1.4222, 0.8073], [0.2762, -1.0124, 1.2129], [-0.1883, 0.5481, 0.2017], [-1.8112, 1.3852, -0.2423], [-0.2294, -0.3868, 1.8141], [0.2882, -1.0326, 0.2750], [-0.8747, -0.8743, -0.2138]], "lowdin_charge": [-0.4247, -0.0856, -0.1472, -0.3491, -0.0812, 0.0754, 0.0952, 0.0936, 0.1522, 0.1331, 0.1404, 0.1923, 0.1202, 0.1577, -0.0122, -0.0073, -0.0528]}

***

(3)
{"formula": "C5H9NO2", "method": "wB97M-V/def2-TZVPD", "de_lowest_ev": 4.803, "homo_lumo_gap_ha": 0.35935, "lumo_energy_ev": 0.311, "elements": ["C", "C", "C", "C", "H", "H", "H", "H", "H", "H", "H", "H", "O", "C", "N", "O", "H"], "positions_angstrom": [[-0.89288, 1.60668, -0.73957], [-0.14064, 1.01034, 0.39320], [0.89483, 0.12422, 0.30285], [1.66381, -0.17168, -0.95373], [-0.58396, 2.64979, -0.86225], [-0.71699, 1.08579, -1.67778], [-1.96253, 1.59370, -0.53462], [-0.47070, 1.30609, 1.38121], [1.45707, -0.04382, 1.21567], [1.93179, -1.22780, -0.97813], [1.09360, 0.01942, -1.85944], [2.58975, 0.40450, -0.97935], [-0.14291, -2.38535, -0.15266], [-0.53847, -1.53166, 0.57539], [-0.96435, -1.35023, 1.88718], [-1.82123, -0.88372, 0.74269], [-1.39619, -2.20625, 2.23935]], "atomic_forces_ev_per_a": [[0.0013, -0.0697, -0.0746], [0.9954, -0.7173, -0.1450], [0.2278, 1.9396, -0.1157], [-0.2608, -0.5221, 0.0133], [-0.0637, -0.0165, -0.0139], [0.0322, 0.0301, -0.0251], [-0.0200, 0.0383, 0.0351], [-0.0172, -0.1264, 0.0767], [-0.2348, -0.3171, 0.1335], [0.0671, -0.0358, -0.0028], [0.0115, 0.1245, -0.0211], [-0.0561, 0.0785, 0.0081], [0.4910, 0.7287, -0.1125], [-2.8315, -0.8328, 0.5776], [0.6574, 0.4957, 0.5325], [0.9167, -0.6834, -0.6347], [0.0837, -0.1143, -0.2314]], "lowdin_charge": [-0.0688, -0.1346, -0.2097, -0.0816, 0.0909, 0.0740, 0.0815, 0.1156, 0.1197, 0.0714, 0.0699, 0.0819, 0.1360, -0.5711, 0.1324, -0.0289, 0.1214]}

***

(4)
{"formula": "C5H9NO2", "method": "wB97M-V/def2-TZVPD", "de_lowest_ev": 1.860, "homo_lumo_gap_ha": 0.33626, "lumo_energy_ev": 0.781, "elements": ["C", "C", "N", "C", "C", "C", "O", "O", "H", "H", "H", "H", "H", "H", "H", "H", "H"], "positions_angstrom": [[-0.81040, -0.94006, 2.27871], [-0.50979, 0.00006, 1.16373], [-1.32881, 0.11532, 0.19873], [-1.01926, 0.95134, -0.94469], [0.45431, 1.12658, -1.18434], [1.27108, 0.06437, -1.24365], [2.60798, 0.19941, -1.39487], [0.86501, -1.22888, -1.41814], [0.05084, -1.57862, 2.47308], [-1.02733, -0.37459, 3.18463], [-1.67114, -1.55906, 2.03949], [0.32329, 0.69035, 1.35005], [-1.48782, 1.92584, -0.78364], [-1.50787, 0.48227, -1.81015], [0.88963, 2.10821, -1.12717], [2.97812, -0.67818, -1.55699], [-0.07786, -1.30434, -1.22477]], "atomic_forces_ev_per_a": [[-0.0503, -0.1268, 0.0260], [-1.2471, 0.7156, 0.2811], [0.3703, -1.1132, 0.5097], [0.3716, 0.3586, -0.1630], [0.2402, -0.3066, 0.4822], [-0.4256, 0.5515, -1.6105], [-0.1325, -0.3914, 0.2734], [0.4486, 0.2997, 0.4937], [0.0657, -0.0243, 0.1126], [0.0786, 0.0006, 0.1407], [-0.0230, -0.0075, -0.0498], [0.2458, -0.3017, -0.5106], [-0.0516, -0.0382, -0.2202], [-0.0540, 0.2002, 0.1220], [0.2117, 0.0778, -0.0092], [-0.0018, 0.0595, 0.0212], [-0.0465, 0.0462, 0.1006]], "lowdin_charge": [-0.0761, -0.2393, 0.0105, -0.2339, -0.0675, -0.4585, 0.0858, 0.0845, 0.0726, 0.0742, 0.0731, 0.1292, 0.1137, 0.1092, 0.1056, 0.1178, 0.0989]}

***

(5)
{"formula": "C5H9NO2", "method": "wB97M-V/def2-TZVPD", "de_lowest_ev": 9.928, "homo_lumo_gap_ha": 0.17506, "lumo_energy_ev": -4.393, "elements": ["N", "C", "C", "C", "C", "C", "O", "O", "H", "H", "H", "H", "H", "H", "H", "H", "H"], "positions_angstrom": [[-0.88619, -0.11773, -2.11600], [-1.58658, -0.53540, -0.91676], [-0.58523, -0.80911, 0.23918], [0.41856, 0.29299, -0.09844], [-0.11037, 0.71251, -1.43176], [0.54727, 1.46118, 0.98983], [-0.62983, 1.75022, 1.46555], [1.98192, -1.56825, 0.72655], [2.69381, -2.14424, 1.03183], [-2.32254, 0.18819, -0.52671], [-2.18202, -1.47129, -1.02649], [-0.05614, -1.77474, 0.09424], [-1.03141, -0.76743, 1.23160], [1.38400, -0.27978, -0.11769], [1.05687, 2.28841, 0.48079], [0.06088, 1.76250, -1.73785], [1.24701, 1.01198, 1.71213]], "atomic_forces_ev_per_a": [[0.6509, 2.8162, 3.2217], [-1.9695, -4.6000, 1.3908], [0.2428, 0.3461, -1.0988], [-3.2742, -1.4587, -1.2090], [0.8476, 1.1162, -1.4615], [0.7565, 1.9411, 1.6683], [0.6141, -0.8172, -1.1519], [-1.0103, 0.0497, 0.0058], [0.4207, 0.3925, -0.2949], [0.2912, 0.3895, -0.3875], [0.2150, 0.5773, -0.5618], [-0.2965, 0.2527, 0.1010], [0.2572, 0.0452, -0.1246], [1.6754, 0.1070, 0.9139], [-0.0449, 0.1348, -0.3855], [0.7098, -0.7561, -0.7100], [-0.0857, -0.5364, 0.0840]], "lowdin_charge": [0.1597, -0.2386, -0.1284, -0.2054, -0.0762, -0.2968, 0.0349, -0.2430, -0.0289, 0.1354, 0.1210, 0.1213, 0.1297, 0.1148, 0.1212, 0.1410, 0.1385]}

***

(6)
{"formula": "C5H9NO2", "method": "wB97M-V/def2-TZVPD", "de_lowest_ev": 9.239, "homo_lumo_gap_ha": 0.18371, "lumo_energy_ev": -3.486, "elements": ["O", "C", "N", "C", "C", "C", "O", "C", "H", "H", "H", "H", "H", "H", "H", "H", "H"], "positions_angstrom": [[1.99846, -0.46823, -0.72905], [1.16238, -0.07266, 0.18286], [0.62927, -1.15418, 1.23766], [-0.34354, -0.70595, 0.20350], [-0.77281, -0.99068, -1.16328], [-1.46027, 0.06215, -1.83111], [-1.96375, 1.45101, 0.73991], [1.23701, 1.23019, 0.96209], [-2.70938, 1.70719, 1.28410], [-1.12562, -0.05698, 0.64887], [0.66279, -2.17403, 1.31082], [-1.99374, -0.11201, -2.78882], [-0.65090, -1.98206, -1.68134], [-1.61569, 1.02719, -1.21684], [1.28130, 2.06274, 0.31683], [2.07931, 1.09200, 1.65915], [0.45284, 1.51470, 1.59239]], "atomic_forces_ev_per_a": [[-3.5365, 1.6450, 3.6264], [5.3016, -0.1611, -1.1182], [-4.0725, 0.1614, -2.7568], [0.2196, -1.4829, 0.7608], [-1.7398, -0.4598, -1.4518], [0.4759, -1.2062, 2.6764], [0.5599, -0.7156, -0.4001], [1.3248, -0.9919, -0.1187], [-0.1876, -0.0313, 0.2077], [0.0210, 2.6952, 0.3872], [1.3785, -0.0589, -1.1125], [0.8438, 0.1714, 0.6141], [0.0902, 1.1410, 0.5749], [0.1550, -1.3543, -1.0258], [0.8567, 0.8307, -0.9983], [0.1910, 0.3694, -0.6375], [-1.8815, -0.5521, 0.7725]], "lowdin_charge": [0.0619, -0.4529, 0.1969, -0.1837, -0.0856, 0.1357, -0.3432, 0.0083, -0.0689, 0.0899, 0.1211, 0.0803, 0.1193, 0.0765, 0.0821, 0.1083, 0.0540]}

***

(7)
{"formula": "C5H9NO2", "method": "wB97M-V/def2-TZVPD", "de_lowest_ev": 0.957, "homo_lumo_gap_ha": 0.37770, "lumo_energy_ev": 0.690, "elements": ["C", "C", "C", "O", "C", "C", "N", "O", "H", "H", "H", "H", "H", "H", "H", "H", "H"], "positions_angstrom": [[1.28637, 1.85884, 0.58620], [0.46191, 0.94114, 0.12204], [0.81017, 0.17761, -1.20997], [1.79520, -0.80317, -1.02072], [-0.73588, 0.40044, 0.84059], [-0.79756, -1.10114, 0.53272], [-1.91856, -1.49189, -0.13081], [0.02438, -1.89394, 0.95580], [1.13226, 2.32769, 1.54476], [2.15668, 2.15700, 0.02707], [1.25115, 0.91019, -1.89016], [-0.07033, -0.21803, -1.74085], [1.52596, -1.37270, -0.28204], [-1.64273, 0.89627, 0.48787], [-0.62023, 0.53070, 1.91740], [-2.65607, -0.85220, -0.36788], [-2.00272, -2.46680, -0.37202]], "atomic_forces_ev_per_a": [[-0.0963, 0.1167, 0.1098], [0.3770, -1.1408, -1.4716], [0.1523, 1.4370, 0.3656], [0.1551, -0.3784, 0.1502], [0.2910, -0.3688, -0.1740], [-1.3109, 0.2667, 1.1746], [0.3149, -0.2458, -0.0753], [0.2095, 0.0989, -0.4711], [-0.0398, 0.0805, 0.1885], [0.1504, 0.0718, -0.1422], [0.0054, -0.0335, -0.0071], [-0.0275, 0.0158, 0.4093], [0.0206, 0.0772, -0.1305], [-0.0440, 0.0073, 0.1109], [-0.1984, -0.0133, -0.0267], [0.1465, -0.0555, -0.0505], [-0.1059, 0.0640, 0.0401]], "lowdin_charge": [0.0656, -0.2701, -0.2347, -0.0543, -0.0754, -0.5507, 0.1743, 0.0542, 0.0646, 0.0698, 0.1142, 0.1121, 0.0657, 0.1172, 0.1289, 0.1022, 0.1166]}